--- A ---
A cluster of 2 separate species, C2H11N2O in total, computed with wB97M-V/def2-TZVPD.

Output
E_HOMO (alpha / beta) = -19.743 / -19.743 eV
Gap between HOMO and LUMO (alpha / beta) = 12.59 / 7.09 eV
LUMO (alpha / beta) = -7.15 / -12.65 eV

Structure (ORCA input):
```
! RIJCOSX wB97M-V def2-TZVPD def2/J DEFGRID3
* xyz 2 2
O 2.74 -1.57 -0.22
N -2.34 1.27 -0.77
N 0.75 -0.10 0.82
C -1.61 0.53 0.17
C -0.19 0.14 -0.32
H -0.14 -0.75 -0.94
H -1.49 1.15 1.08
H 0.26 -0.57 1.59
H -2.05 1.42 -1.75
H 0.23 0.95 -0.91
H 3.40 -1.53 -0.93
H 1.53 -0.77 0.57
H 3.15 -2.20 0.39
H 1.14 0.74 1.24
H -2.14 -0.37 0.52
H -3.25 1.68 -0.56
*
```

---

--- B ---
A cluster of 2 separate species, C2H11N2O in total, computed with wB97M-V/def2-TZVPD.

Output
E_HOMO (alpha / beta) = -21.263 / -21.152 eV
Gap between HOMO and LUMO (alpha / beta) = 13.58 / 7.53 eV
LUMO (alpha / beta) = -7.68 / -13.62 eV

Structure (ORCA input):
```
! RIJCOSX wB97M-V def2-TZVPD def2/J DEFGRID3
* xyz 2 2
O -0.22 0.03 1.31
N -0.89 -0.41 -1.32
N 2.06 -0.82 1.11
C -1.73 0.76 -1.86
C 1.13 0.01 1.84
H 0.02 -0.29 -1.76
H -0.75 0.23 2.09
H -1.27 -1.23 -1.81
H -2.08 1.32 -0.98
H 1.48 1.06 1.73
H -2.49 0.51 -2.57
H 2.50 -0.36 0.31
H -0.98 1.38 -2.34
H 2.79 -1.28 1.68
H -0.68 -0.59 -0.31
H 1.10 -0.33 2.88
*
```

---

Least stable structure: B

---

--- A ---
A cluster of 2 separate species, CH5PS in total, computed with wB97M-V/def2-TZVPD.

Output
E_HOMO (alpha / beta) = -8.772 / -8.916 eV
Gap between HOMO and LUMO (alpha / beta) = 7.12 / 8.60 eV
LUMO (alpha / beta) = -1.66 / -0.31 eV

Structure (ORCA input):
```
! RIJCOSX wB97M-V def2-TZVPD def2/J DEFGRID3
* xyz 0 1
S -0.77 1.22 0.18
P -1.62 -0.65 -0.04
C 1.87 0.14 0.07
H 2.31 0.91 -0.52
H 1.86 0.22 1.04
H -2.72 -0.67 0.79
H 1.44 -0.84 -0.43
H -2.37 -0.33 -1.10
*
```

---

--- B ---
The molecule CH5PS, computed with wB97M-V/def2-TZVPD.

Output
E_HOMO = -8.429 eV
Gap between HOMO and LUMO = 9.21 eV
SMILES string = CSP
LUMO = 0.78 eV

Structure (ORCA input):
```
! RIJCOSX wB97M-V def2-TZVPD def2/J DEFGRID3
* xyz 0 1
S -0.52 0.00 -0.55
P 0.58 -1.78 -1.11
C -0.15 1.09 0.85
H -0.02 -2.49 -0.12
H -0.03 0.39 1.63
H -0.38 -2.00 -1.97
H 0.80 1.59 0.77
H -0.97 1.72 1.14
*
```

---

Least stable structure: A

---

--- A ---
The molecule C7H17N, computed with wB97M-V/def2-TZVPD.

Output
E_HOMO = -8.328 eV
Gap between HOMO and LUMO = 9.44 eV
SMILES string = CC(C)CCN(C)C
LUMO = 1.11 eV

Structure (ORCA input):
```
! RIJCOSX wB97M-V def2-TZVPD def2/J DEFGRID3
* xyz 0 1
N 1.12 -0.67 -1.37
C 0.54 0.49 -0.62
C 1.63 -0.31 -2.74
C -2.26 1.59 0.97
C -0.57 -0.12 0.26
C -1.41 -0.17 2.61
C 2.02 -1.53 -0.52
C -1.03 0.74 1.40
H 1.46 -1.84 0.30
H -0.03 1.25 -1.22
H 2.27 -2.44 -1.11
H 0.78 0.06 -3.25
H -1.47 -0.34 -0.42
H -2.12 1.88 -0.07
H -0.66 -0.79 2.82
H 1.20 1.10 0.06
H -2.31 -0.64 2.54
H -3.11 0.97 0.92
H -0.40 -1.13 0.65
H -2.65 2.38 1.54
H 2.01 -1.16 -3.36
H -0.20 1.33 1.81
H -1.48 0.48 3.47
H 2.47 0.48 -2.84
H 2.92 -1.04 -0.35
*
```

---

--- B ---
A structure of composition C7H17N, computed with wB97M-V/def2-TZVPD.

Output
E_HOMO = -8.290 eV
Gap between HOMO and LUMO = 9.12 eV
LUMO = 0.83 eV

Structure (ORCA input):
```
! RIJCOSX wB97M-V def2-TZVPD def2/J DEFGRID3
* xyz 0 1
N -0.36 -0.92 0.07
C -1.79 -0.43 -2.35
C 1.58 -0.94 2.40
C -2.07 1.00 -1.91
C -0.30 -0.75 -2.42
C 1.14 1.63 1.93
C 0.28 -1.19 -1.04
C 0.72 0.31 2.72
H -2.01 -1.17 -1.56
H 2.16 1.96 2.09
H -1.38 1.71 -2.43
H 0.86 1.46 0.89
H -0.18 -1.72 -2.95
H 0.84 -1.68 2.15
H 0.56 2.51 2.23
H -1.71 1.08 -0.86
H -3.15 1.12 -1.93
H -0.20 0.16 2.19
H 0.72 0.36 3.83
H 1.25 -1.69 -1.19
H 0.56 -0.16 -0.26
H -2.36 -0.62 -3.32
H 2.34 -1.24 3.13
H 2.04 -0.73 1.45
H 0.45 -0.05 -2.85
*
```

---

Least stable structure: B

---

--- A ---
The molecule CH3BrFOP, computed with wB97M-V/def2-TZVPD.

Output
E_HOMO = -9.849 eV
Gap between HOMO and LUMO = 10.64 eV
SMILES string = COP(F)Br
LUMO = 0.79 eV

Structure (ORCA input):
```
! RIJCOSX wB97M-V def2-TZVPD def2/J DEFGRID3
* xyz 0 1
Br 0.14 2.69 -3.31
P -1.05 1.06 -2.57
F -0.81 -0.10 -3.72
O 0.06 0.47 -1.49
C 0.44 0.96 -0.20
H 0.62 0.15 0.52
H -0.34 1.45 0.20
H 1.30 1.51 -0.52
*
```

---

--- B ---
A structure of composition CH3BrFOP, computed with wB97M-V/def2-TZVPD.

Output
E_HOMO (alpha / beta) = -9.600 / -9.601 eV
Gap between HOMO and LUMO (alpha / beta) = 8.95 / 8.95 eV
LUMO (alpha / beta) = -0.65 / -0.66 eV

Structure (ORCA input):
```
! RIJCOSX wB97M-V def2-TZVPD def2/J DEFGRID3
* xyz 0 1
Br 1.70 -3.52 -1.21
P 0.48 -3.15 0.56
F 1.57 -3.70 1.55
O 0.72 -0.93 0.82
C -0.50 -0.26 0.76
H -0.67 -0.05 -0.29
H -1.32 -0.93 1.09
H -0.46 0.62 1.29
*
```

---

Least stable structure: B

---

--- A ---
The ion C3H7NO with charge +1, computed with wB97M-V/def2-TZVPD.

Output
E_HOMO (alpha / beta) = -15.645 / -15.631 eV
Gap between HOMO and LUMO (alpha / beta) = 7.20 / 6.95 eV
LUMO (alpha / beta) = -8.45 / -8.68 eV

Structure (ORCA input):
```
! RIJCOSX wB97M-V def2-TZVPD def2/J DEFGRID3
* xyz 1 2
O -1.17 0.83 1.02
N -0.67 1.68 -1.23
C -0.70 0.60 -0.53
C 0.71 -0.54 -0.37
C 0.88 -0.82 1.07
H -0.57 0.02 1.11
H -1.47 -0.20 -0.65
H 0.25 -1.78 1.55
H 1.48 0.32 -0.40
H 0.71 -1.34 -1.17
H -1.15 1.64 -2.13
H 1.70 -0.41 1.72
*
```

---

--- B ---
A cluster of 2 separate species, C3H7NO in total, computed with wB97M-V/def2-TZVPD.

Output
E_HOMO (alpha / beta) = -13.518 / -13.484 eV
Gap between HOMO and LUMO (alpha / beta) = 7.10 / 4.49 eV
LUMO (alpha / beta) = -6.42 / -8.99 eV

Structure (ORCA input):
```
! RIJCOSX wB97M-V def2-TZVPD def2/J DEFGRID3
* xyz 1 2
O -0.64 -0.83 0.04
N -2.03 -1.70 -1.60
C -0.88 -1.15 -1.10
C 2.41 2.02 1.83
C 1.33 1.80 1.05
H -0.13 -1.02 -1.90
H 3.12 2.81 1.57
H 2.68 1.38 2.68
H -2.07 -1.63 -2.60
H -2.91 -1.47 -1.17
H 0.74 2.57 0.55
H 1.14 0.77 0.68
*
```

---

--- C ---
A cluster of 2 separate species, C3H7NO in total, computed with wB97M-V/def2-TZVPD.

Output
E_HOMO (alpha / beta) = -14.461 / -15.383 eV
Gap between HOMO and LUMO (alpha / beta) = 4.90 / 6.84 eV
LUMO (alpha / beta) = -9.56 / -8.55 eV

Structure (ORCA input):
```
! RIJCOSX wB97M-V def2-TZVPD def2/J DEFGRID3
* xyz 1 2
O 0.12 -1.68 0.79
N -0.70 1.54 -1.13
C -1.61 0.35 -1.29
C 0.92 -0.69 0.97
C 2.17 -0.68 1.60
H 2.68 -1.37 2.36
H -2.72 0.45 -1.63
H -1.67 -0.25 -0.37
H 0.61 0.11 0.32
H -1.09 -0.42 -2.06
H -1.26 2.30 -1.10
H 2.55 0.33 1.53
*
```

---

Least stable structure: A

---

--- A ---
The molecule C23H32N4O3, computed with wB97M-V/def2-TZVPD.

Output
E_HOMO = -8.000 eV
Gap between HOMO and LUMO = 8.63 eV
SMILES string = CCn1ncc(CN2CCC(Oc3cc(C(=O)NC4CC4)ccc3OC)CC2)c1C
LUMO = 0.63 eV

Structure (ORCA input):
```
! RIJCOSX wB97M-V def2-TZVPD def2/J DEFGRID3
* xyz 0 1
O 3.23 1.88 -0.04
O -0.50 -1.23 -1.42
O 0.14 -3.68 -0.15
N 4.99 0.47 -0.17
N -2.95 2.98 -1.29
N -4.42 -1.05 0.16
N -2.41 3.01 -0.07
C -3.37 -1.57 1.00
C -4.86 0.31 0.40
C 2.79 -0.46 -0.10
C -1.95 -1.22 0.55
C -1.28 3.86 0.19
C 3.14 -1.64 0.55
C 1.55 -0.37 -0.71
C 1.03 -2.64 -0.09
C 5.99 1.49 -0.20
C -2.83 -1.11 -1.79
C -2.98 2.09 0.75
C -4.22 -1.43 -1.22
C 2.26 -2.71 0.55
C -3.95 1.43 0.00
C -1.74 -1.70 -0.89
C -2.59 1.96 2.18
C 0.46 -4.89 0.51
C 0.66 -1.44 -0.73
C -3.88 2.05 -1.26
C 0.03 3.14 -0.13
C 3.67 0.75 -0.10
C 7.19 1.34 -1.09
C 7.33 1.23 0.41
H 1.26 0.54 -1.20
H -2.68 -0.03 -1.84
H -5.08 0.38 1.47
H 0.88 3.79 0.04
H -4.37 -2.52 -1.28
H -1.80 -0.14 0.57
H 0.03 2.83 -1.17
H 2.55 -3.62 1.06
H -4.98 -0.95 -1.83
H 5.53 2.47 -0.09
H -2.75 2.90 2.70
H 0.15 2.25 0.49
H -3.53 -1.21 2.02
H -1.78 -2.80 -0.93
H 7.52 0.26 0.83
H -3.19 1.19 2.65
H 7.28 0.43 -1.67
H 1.37 -5.34 0.09
H -3.47 -2.66 1.01
H -4.48 1.85 -2.13
H 0.59 -4.74 1.58
H -2.73 -1.52 -2.79
H 4.07 -1.73 1.08
H -5.80 0.43 -0.14
H -1.54 1.69 2.28
H -1.31 4.18 1.23
H 7.82 2.03 0.94
H -0.38 -5.55 0.33
H -1.22 -1.69 1.21
H 5.30 -0.48 -0.30
H 7.58 2.21 -1.58
H -1.39 4.73 -0.46
*
```

---

--- B ---
The molecule C23H32N4O3, computed with wB97M-V/def2-TZVPD.

Output
E_HOMO = -8.186 eV
Gap between HOMO and LUMO = 8.72 eV
SMILES string = COc1ccc(CN2CCC(n3nccc3NC(=O)C3CCCC3)CC2)c(OC)c1
LUMO = 0.53 eV

Structure (ORCA input):
```
! RIJCOSX wB97M-V def2-TZVPD def2/J DEFGRID3
* xyz 0 1
O 2.73 1.22 4.44
O 4.56 5.43 3.20
O -4.29 -2.36 -3.82
N 1.33 0.57 0.70
N -2.99 -1.57 -2.13
N -1.93 0.57 -1.96
N -1.84 1.74 -2.60
C 3.10 2.13 3.49
C -3.72 -2.53 -2.77
C 3.66 3.36 3.79
C -2.41 -5.90 -2.12
C 0.13 -0.48 -1.13
C -3.24 0.38 -3.71
C -2.76 -0.29 -2.61
C 3.24 2.66 1.16
C -2.63 1.64 -3.65
C -0.72 1.61 -0.11
C 2.88 1.77 2.16
C 4.02 4.25 2.77
C 0.15 1.31 1.11
C 4.94 6.37 2.23
C 2.28 0.44 1.80
C -3.49 -5.97 -3.19
C 0.96 -0.70 0.13
C 3.80 3.90 1.45
C -3.71 -3.85 -2.00
C 2.92 1.54 5.80
C -2.27 -4.40 -1.87
C -1.14 0.31 -0.78
C -4.52 -4.94 -2.72
H -0.16 2.21 -0.83
H 4.08 6.70 1.63
H -0.43 0.75 1.86
H -2.74 2.46 -4.33
H -3.91 -6.97 -3.30
H -0.12 -1.45 -1.58
H -2.54 -1.82 -1.27
H 0.39 -1.33 0.85
H 0.71 0.09 -1.84
H 1.82 -0.01 2.69
H 3.06 2.38 0.14
H -3.93 0.00 -4.44
H -1.75 -0.27 -0.07
H 3.85 3.68 4.80
H 3.97 1.70 6.03
H 0.48 2.25 1.56
H -1.47 -6.36 -2.43
H -2.75 -6.40 -1.21
H -1.60 2.18 0.19
H 5.72 5.98 1.57
H 2.34 2.43 6.08
H -1.64 -3.96 -2.64
H 2.55 0.68 6.36
H -5.23 -5.41 -2.04
H -5.07 -4.51 -3.56
H 3.08 -0.23 1.46
H 5.34 7.22 2.79
H 4.06 4.56 0.64
H 1.88 -1.25 -0.13
H -4.14 -3.65 -1.01
H -1.83 -4.19 -0.89
H -3.07 -5.67 -4.15
*
```

---

Least stable structure: A